(1)
{"formula": "C27H23Br9N4O8", "method": "ωB97M-V/def2-TZVPD", "species": ["H", "Br", "Br", "H", "C", "C", "H", "C", "H", "H", "N", "N", "C", "C", "O", "C", "C", "C", "H", "C", "C", "H", "O", "H", "H", "C", "C", "Br", "O", "Br", "H", "C", "H", "C", "H", "C", "O", "H", "C", "Br", "C", "O", "Br", "C", "Br", "O", "C", "Br", "C", "O", "C", "N", "H", "H", "C", "H", "Br", "H", "C", "H", "C", "C", "C", "H", "H", "H", "C", "N", "O", "H", "H"], "positions_angstrom": [[2.6087, 0.9198, 2.2469], [-3.9504, 1.5945, 0.4156], [-0.1771, 3.8022, -5.9448], [1.9498, 4.1273, 1.2648], [2.0016, 4.9783, 0.6019], [1.2430, 5.8839, -1.5421], [4.6927, -0.2352, 1.2788], [-4.6796, -5.6372, 1.0428], [-3.4931, -5.6713, 4.1767], [-0.3318, 2.2624, -1.6122], [6.7611, -1.2409, 2.6909], [-2.2732, -1.9509, -2.3838], [1.3022, 4.8561, -0.6244], [-0.4438, 1.2287, -1.3201], [-3.1233, -1.4493, -3.0474], [0.4541, 0.7563, -0.3779], [-3.5905, -5.3735, 3.1431], [0.4530, -0.6335, -0.0781], [-0.5093, 1.5116, -6.8695], [-2.8955, -4.0171, 1.2983], [-3.8752, -4.6797, 0.4659], [-5.4448, -6.0300, 0.3897], [-6.0896, -7.7939, 2.1042], [4.4562, 0.8723, 6.0823], [1.8792, 7.9338, -1.9457], [-0.5748, 1.9068, -5.8558], [3.3640, 0.8084, 4.2644], [0.7279, 0.8569, -4.6901], [-5.5239, -7.1808, 4.0412], [-2.0875, -4.2743, -5.5560], [0.8644, 3.8756, -0.7398], [-1.3077, -0.9358, -1.6761], [2.9431, 6.4053, 1.8650], [5.5183, -0.2365, 4.5823], [-1.5138, -5.3560, -3.4173], [2.5195, 7.3188, 0.0127], [0.0070, 4.5603, -2.9386], [2.5840, 1.4031, 4.7165], [-1.1434, -5.5364, -4.4264], [-1.6411, -7.3376, -4.8798], [-4.6233, -5.9493, 2.3575], [6.7717, -1.6920, 1.5953], [-2.1604, 3.5455, 2.0315], [4.5320, -0.0693, 2.3338], [-2.5167, 1.7114, -5.3919], [7.7108, -1.4696, 3.4586], [2.5293, 6.2572, 0.8785], [-4.5150, 4.8493, 0.0330], [1.9065, 7.1428, -1.2110], [0.6458, 6.5745, -3.6724], [4.4374, 0.4800, 5.0763], [0.5457, 5.6852, -2.8228], [-0.4522, -2.5247, -0.4914], [1.1734, -0.9385, 0.6665], [-0.3786, -1.4768, -0.7422], [1.0672, 1.3984, 0.2372], [0.8043, -5.4603, -4.6527], [-1.9034, 0.9290, -2.7732], [-2.6636, -4.4594, 2.6274], [6.2524, -0.6118, 5.2799], [5.6069, -0.4745, 3.2149], [-3.1069, 3.3877, 0.2812], [3.4212, 0.5798, 2.8718], [-2.3382, -3.1804, 0.9038], [-1.9070, -4.0260, 3.2647], [-2.3728, 3.3008, -0.5199], [-1.2737, 0.4480, -2.0393], [-5.4552, -7.0921, 2.8269], [-2.2705, -3.0787, -1.9563], [-3.9189, -4.4321, -0.5844], [2.7915, 8.3534, 0.1611]], "atomic_forces_ev_per_a": [[0.015, -0.065, -0.143], [0.099, 0.887, -0.500], [0.136, -0.755, -0.064], [0.384, 0.302, 0.311], [-0.791, 2.119, -1.856], [1.424, 1.995, 1.180], [-0.277, -0.043, -0.091], [-1.017, 0.451, -2.097], [-0.100, -0.169, 0.045], [-0.329, 0.307, 0.000], [1.845, -0.562, 2.454], [0.738, 2.357, 2.946], [0.595, -0.890, 1.174], [2.076, 1.680, 0.595], [-0.648, 0.218, -1.499], [-0.824, -1.880, 0.594], [-0.242, -0.742, 0.327], [1.099, 2.394, 0.191], [0.202, -0.070, 0.446], [-0.762, -1.313, -0.239], [2.160, 1.462, 1.866], [-0.060, -0.577, 0.189], [-0.100, -0.400, -1.843], [-0.081, -0.447, 0.242], [-0.087, 0.044, -0.008], [-0.300, -0.031, 0.312], [0.746, 0.568, -0.622], [-1.268, 0.990, -1.104], [0.440, -0.056, 0.452], [0.319, -0.055, 0.208], [-0.296, 0.203, -0.695], [1.061, -0.028, -0.767], [0.211, 0.043, 0.139], [0.282, -0.140, -0.372], [0.662, 0.105, -0.106], [-1.236, 0.179, -1.761], [0.474, 2.509, -0.290], [-0.328, -0.112, -0.214], [0.026, -0.242, -0.510], [-0.325, -0.192, 0.057], [1.854, -0.261, 0.440], [-1.168, -0.018, -2.306], [-0.281, 0.480, -1.141], [1.589, -0.232, 1.200], [1.309, -0.170, -0.022], [-1.274, 0.920, 0.105], [0.380, -1.569, 1.969], [1.656, -1.481, 0.115], [-1.496, -2.080, -1.484], [-0.682, -1.561, 1.005], [-0.356, 0.157, -0.334], [0.439, -1.030, -0.160], [0.154, -0.094, -0.187], [-0.135, -0.516, 0.062], [-2.190, -0.148, -1.151], [0.153, 0.243, -0.300], [-0.705, 0.473, 0.420], [-0.173, -0.535, -0.151], [-2.105, 0.102, -1.387], [0.331, 0.133, -0.264], [-1.897, 0.368, -0.396], [-1.080, -0.500, 1.374], [0.546, -0.520, 0.730], [0.218, -0.117, -0.188], [0.005, -0.005, -0.052], [-0.309, 0.566, 0.090], [-1.489, -2.996, 0.183], [-0.052, 1.545, 2.418], [0.445, -1.030, -0.399], [-0.250, 0.094, 0.052], [0.638, -0.259, 0.813]], "homo_lumo_gap_ev": 8.668, "lumo_energy_ha": -0.045, "e_above_lowest_kj_mol": 220.2, "homo_ha": -0.36368}

---

(2)
{"formula": "C27H23ClN4O3S", "method": "ωB97M-V/def2-TZVPD", "species": ["H", "C", "H", "H", "H", "C", "H", "C", "H", "C", "Cl", "H", "H", "C", "S", "C", "H", "N", "C", "C", "H", "C", "H", "C", "O", "C", "C", "H", "H", "N", "C", "O", "N", "H", "H", "C", "C", "H", "C", "C", "C", "H", "C", "C", "C", "C", "C", "H", "C", "C", "H", "O", "H", "H", "H", "C", "H", "C", "N"], "positions_angstrom": [[6.6351, 3.6669, -1.1623], [-0.7607, -1.0051, -0.5552], [4.4863, 2.6749, -2.0615], [-3.9482, 0.1957, 0.6353], [-5.0677, -5.2079, -0.1099], [2.2311, 1.2693, 0.9219], [4.2245, -1.1310, -0.8896], [3.9353, -2.8454, 0.3592], [1.8326, -0.8107, -1.2973], [0.9159, 1.5403, 1.2114], [5.6253, -3.0685, 0.6344], [6.2921, 2.9030, 0.3941], [-3.7965, 4.1519, 0.2771], [1.6745, -3.5230, 0.7225], [-5.5837, 2.2921, 0.9369], [-5.0902, -3.1146, -0.5931], [4.5614, 5.0390, -0.9484], [-3.5352, 0.9233, 0.0641], [2.1795, 2.9083, -0.8372], [5.8351, 3.3490, -0.4911], [0.4104, 1.0214, 2.0118], [3.5062, -1.8000, -0.4432], [0.3421, 3.9308, -1.1158], [-4.3579, -1.9691, -0.7499], [4.1652, 1.5666, -0.3235], [2.8871, 1.9486, -0.1130], [0.8535, 3.1678, -0.5488], [2.6504, 3.4670, -1.6300], [-4.8457, -1.0551, -1.0576], [-0.9958, -3.3241, -0.0610], [5.0283, 2.2613, -1.2062], [-1.7125, 2.3251, 1.8732], [-3.3665, 3.2810, -0.0177], [0.9470, -4.1857, 1.1635], [2.7847, 0.5309, 1.4794], [-1.2233, 2.6813, 0.8215], [2.1534, -1.6146, -0.6533], [4.2056, 4.2663, 0.6017], [-2.1185, -0.8503, -0.6713], [-2.9637, -1.9830, -0.5469], [-2.6155, 0.5387, -0.8805], [-2.6080, -5.2921, 0.1981], [-0.2255, -2.2774, -0.2441], [-2.3245, -3.2143, -0.2199], [-4.4666, -4.3194, -0.2329], [-4.0750, 2.1754, 0.3044], [3.0236, -3.7162, 0.9384], [-0.1165, -0.1451, -0.6448], [1.2190, -2.4647, -0.0643], [-3.1127, -4.3736, -0.0559], [-1.6751, 3.1875, -1.1150], [-2.1965, 1.2672, -1.7548], [5.6326, 5.2844, 0.4284], [5.7162, 1.4940, -1.5762], [-6.1578, -3.0963, -0.7517], [0.1993, 2.4857, 0.4721], [3.3717, -4.5317, 1.5528], [5.0030, 4.5572, -0.0785], [-1.9841, 3.3068, -0.1527]], "atomic_forces_ev_per_a": [[0.067, -0.062, -0.010], [-0.445, 0.044, -0.035], [-0.002, -0.081, 0.026], [0.065, 0.171, -0.059], [-0.019, -0.089, 0.017], [0.196, 0.107, -0.111], [0.081, 0.048, -0.033], [-0.292, 0.071, -0.093], [-0.042, 0.113, -0.049], [-0.102, 0.169, -0.067], [0.229, -0.031, 0.037], [0.100, -0.050, -0.054], [0.109, -0.286, -0.064], [-0.046, 0.151, -0.077], [-0.291, 0.028, 0.201], [-0.037, 0.307, -0.059], [-0.089, 0.084, -0.060], [0.161, -0.052, 0.043], [0.421, -0.058, -0.207], [-0.406, -0.145, -0.079], [-0.048, -0.047, 0.072], [0.177, -0.083, 0.053], [-0.033, 0.079, -0.068], [-0.252, -0.111, -0.031], [-0.135, -0.095, 0.216], [-0.459, -0.035, 0.167], [-0.213, -0.177, 0.268], [0.070, 0.037, -0.032], [-0.084, 0.063, 0.003], [0.593, -0.117, 0.029], [0.587, 0.281, -0.165], [0.163, -0.008, -0.038], [0.445, 0.132, -0.054], [-0.036, -0.066, 0.049], [0.065, -0.091, 0.069], [-0.334, 0.223, 0.300], [-0.181, -0.177, 0.079], [-0.072, 0.059, 0.051], [0.564, -0.380, -0.119], [0.341, -0.249, 0.117], [-0.083, 0.228, -0.065], [0.063, -0.091, 0.034], [-0.561, -0.038, -0.055], [-0.530, 0.455, -0.097], [0.213, -0.153, 0.058], [-0.358, 0.122, -0.113], [0.114, 0.033, -0.013], [0.048, 0.083, -0.035], [0.511, -0.093, 0.075], [-0.231, -0.025, -0.046], [-0.220, -0.078, 0.348], [0.012, -0.263, -0.174], [-0.008, 0.111, 0.054], [-0.149, 0.105, -0.022], [-0.082, 0.030, -0.026], [0.360, -0.103, -0.024], [0.050, -0.056, 0.055], [0.168, -0.146, 0.027], [-0.131, 0.201, -0.213]], "homo_lumo_gap_ev": 8.121, "lumo_energy_ha": -0.019, "e_above_lowest_kj_mol": 0.0, "homo_ha": -0.31791, "smiles": "CCCOc1ccc(C(=O)NNC(=S)NC(=O)c2cc(-c3ccc(Cl)cc3)nc3ccccc23)cc1"}

---

(3)
{"formula": "C27H23N3O2OsS2Te", "method": "ωB97M-V/def2-TZVPD", "species": ["C", "H", "H", "C", "N", "O", "H", "C", "H", "Te", "C", "H", "N", "H", "H", "H", "C", "H", "C", "H", "H", "S", "H", "H", "C", "C", "H", "C", "C", "C", "C", "H", "C", "C", "Os", "C", "N", "H", "C", "H", "C", "H", "O", "C", "C", "H", "S", "C", "C", "C", "C", "C", "C", "H", "H", "H", "C", "C", "H"], "positions_angstrom": [[18.0501, 2.6596, 9.3505], [15.1905, 2.4888, 6.7303], [14.9498, 11.3307, 12.0807], [16.5046, 12.3689, 10.9407], [12.1051, 6.4424, 9.4718], [15.7165, 7.3897, 11.6447], [18.8299, 13.2563, 8.6052], [13.2988, 6.5421, 15.1271], [16.3286, 13.3275, 11.4047], [14.6384, 5.0902, 8.2523], [17.4538, 12.3077, 9.9081], [18.8747, 2.7395, 10.0538], [13.5745, 6.1947, 13.8058], [17.0266, 4.4288, 10.1103], [13.9950, 6.9273, 13.2132], [17.2556, 8.9299, 9.3718], [12.9481, 8.6378, 9.3778], [11.2101, 4.5530, 9.6428], [12.5440, 4.3160, 15.5246], [12.6623, 5.9149, 17.0490], [17.3535, 14.2401, 9.0380], [14.9260, 8.6105, 11.3274], [13.6913, 10.6587, 9.1655], [12.2224, 3.5510, 16.2102], [9.8956, 5.9785, 8.6665], [18.0401, 1.6442, 8.3778], [8.7995, 7.5838, 7.7094], [11.9123, 7.7279, 9.0890], [16.0350, 3.5145, 8.4368], [11.7613, 10.4049, 8.3110], [15.9945, 10.0164, 10.7691], [9.1403, 5.2239, 8.5123], [12.7785, 5.6153, 16.0011], [17.7039, 11.0174, 9.3875], [13.9480, 6.0660, 10.2695], [9.6962, 7.2662, 8.2138], [14.0344, 8.0184, 10.0127], [11.6333, 11.4393, 7.9959], [13.3917, 4.9303, 13.3295], [18.6939, 14.0392, 10.2375], [11.0661, 5.5965, 9.2840], [18.8088, 0.9006, 8.3900], [14.0738, 9.0725, 12.3994], [18.1354, 13.5392, 9.4121], [12.9026, 9.9573, 8.9746], [12.6176, 3.0093, 13.8055], [13.8646, 4.2793, 11.7414], [17.0508, 3.5980, 9.3892], [10.7417, 8.1799, 8.3980], [17.0035, 1.5436, 7.4839], [15.7551, 11.2325, 11.3539], [15.9958, 2.5060, 7.4641], [12.7897, 3.9922, 14.1910], [9.8748, 9.9077, 7.4301], [13.5305, 7.5713, 15.4519], [16.9743, 0.7179, 6.8143], [16.9850, 9.8856, 9.8058], [10.7126, 9.5410, 8.0013], [18.4555, 10.8901, 8.6323]], "atomic_forces_ev_per_a": [[0.731, -0.398, -0.226], [0.253, -0.150, 0.134], [0.338, 0.092, -0.032], [-0.423, -0.897, -0.061], [-2.377, -0.457, 0.541], [-1.003, 0.489, -0.751], [-0.243, 0.450, 0.282], [0.111, -0.040, -0.920], [-0.218, 0.033, 0.143], [2.025, -2.107, -4.626], [-0.662, -1.331, 0.741], [-0.126, -0.140, -0.092], [0.049, -0.058, 0.923], [0.240, -0.555, -0.241], [-0.135, -0.415, 0.278], [-0.182, -0.027, 0.048], [0.598, 0.458, -0.086], [-0.085, 0.944, -0.362], [0.214, 0.294, -0.403], [-0.151, -0.313, -0.522], [0.732, -0.355, 0.147], [0.955, 0.582, -0.492], [0.406, 0.008, 0.179], [-0.274, -0.144, 0.045], [-0.790, -0.032, -0.421], [-0.126, 0.562, 1.123], [-0.232, -0.104, -0.045], [-0.431, 1.195, -0.684], [-0.128, -0.163, -0.467], [-1.569, -0.390, -0.749], [-0.693, -1.344, 0.145], [-0.106, -0.045, 0.096], [0.530, 0.170, -0.213], [-0.757, -0.047, 0.494], [-0.178, 1.398, 4.972], [0.737, -0.191, 0.072], [0.857, 0.742, 0.393], [0.373, -0.201, 0.128], [-0.800, -0.061, 0.614], [-0.370, -0.304, -0.651], [1.368, -0.774, 0.587], [0.375, -0.239, -0.061], [0.158, -0.196, -0.586], [0.093, 0.256, 0.009], [-0.458, -0.410, 0.258], [-0.074, -0.396, -0.009], [-0.067, 0.435, 0.364], [-0.718, 0.731, 0.116], [0.775, 0.325, 0.454], [-0.495, 0.516, -0.020], [0.033, 1.749, 0.102], [-0.101, 0.385, 0.453], [0.604, 0.989, 0.467], [-0.184, 0.027, 0.054], [-0.099, -0.656, -0.589], [-0.043, -0.407, -0.586], [0.733, 0.219, -0.523], [0.769, 0.355, 0.297], [0.240, -0.059, -0.242]], "spin_multiplicity": 5, "homo_lumo_gap_ev": [5.658, 5.844], "s2": 6.04, "lumo_energy_ha": [-0.250, -0.300], "charge": 2, "e_above_lowest_kj_mol": 0.0, "homo_ha": [-0.45749, -0.51472]}

---

- Which formula does entry 2 have?
  C27H23ClN4O3S